1.
Below is an isolated molecule of C5H10O, with properties calculated with wB97M-V/def2-TZVPD.

Positions of all 16 atoms, in Å:
O  -2.3812  -0.0778  -0.3982
C  -1.0547  -0.0675  -0.5936
C  -0.2106  -1.2696  -0.3508
C  1.0008  -0.7841  0.3916
C  1.3400  0.6234  -0.0373
C  0.1058  1.2615  0.6348
H  -2.6035  -0.7217  0.2891
H  -0.8043  0.5566  -1.4492
H  -0.7351  -2.0836  0.1711
H  0.0079  -1.6326  -1.3760
H  1.8158  -1.5020  0.5084
H  -0.1238  0.1593  1.1930
H  2.2920  0.9699  0.3820
H  1.3836  0.8242  -1.1204
H  0.4647  1.6910  1.5867
H  -0.4974  2.0530  0.1688

Cartesian forces (eV/Å) of the 3 atoms listed first:
O -0.072 -0.085 0.214
C 0.018 -0.100 -0.212
C -0.153 0.164 0.151

Output
- HOMO energy (spin up / spin down): -6.7 / -6.7 eV
- Net charge: 0
- ΔE to the lowest compared entry with this formula, charge and spin: 131.5 kcal/mol
- Total energy: -271.54305 Ha

natural (NBO) atomic charge list, values in e, 2 entries: -0.6535, 0.2822

2.
Below is an isolated molecule of C6H10O, with properties calculated with wB97M-V/def2-TZVPD.

Positions of all 17 atoms, in Å:
C  -0.9913  1.8106  -0.1587
C  0.4440  1.7899  0.2944
C  -0.0539  0.7606  -0.6778
C  -0.1675  -0.6942  -0.2839
C  1.1897  -1.4082  -0.2039
C  -1.2689  -1.8748  1.5099
O  -0.8189  -0.7565  1.0292
H  -1.7393  1.5095  0.5686
H  -1.3108  2.5910  -0.8439
H  1.1224  2.5546  -0.0743
H  0.6306  1.4672  1.3151
H  0.2731  0.8778  -1.7106
H  -0.8486  -1.2092  -0.9721
H  1.2183  -2.3011  -0.8374
H  2.0022  -0.7370  -0.5054
H  -1.0598  -2.6611  0.7203
H  1.3785  -1.7192  0.8307

Cartesian forces (eV/Å) of the 3 atoms listed first:
C -0.193 0.049 -0.019
C 0.165 0.038 0.096
C 0.012 -0.058 -0.091

Output
- HOMO energy: -8.5 eV
- Net charge: 0
- ΔE to the lowest compared entry with this formula, charge and spin: 84.6 kcal/mol
- Total energy: -309.70748 Ha

natural (NBO) atomic charge list, values in e, 2 entries: -0.4137, -0.4242

- The lowest ΔE to the lowest compared entry with this formula, charge and spin belongs to which entry?
  C6H10O